The following is a quantum chemistry calculation of the ion C3H9NOS2 with charge -1 at a distorted geometry, from the OMol25 dataset.

CARTESIAN COORDINATES (ANGSTROEM)
1 N -0.822 1.418 0.898
2 C 0.061 0.463 0.254
3 C 0.465 -0.552 1.302
4 O 0.805 0.063 2.570
5 C -0.661 -0.296 -0.884
6 S 0.086 -1.766 -1.610
7 S 1.644 -0.952 -2.930
8 H -1.367 1.046 1.657
9 H -1.342 1.992 0.251
10 H 0.903 0.975 -0.204
11 H -0.408 -1.195 1.482
12 H 1.303 -1.168 1.014
13 H 0.812 1.012 2.408
14 H -0.890 0.361 -1.701
15 H -1.568 -0.622 -0.434
16 H 0.979 -0.778 -4.073

Summary:
ΔE to the lowest compared entry with this formula, charge and spin: 15.9 kJ/mol
Lowest unoccupied orbital energy (spin up / spin down): 3.545 / 3.526 eV
Total charge: -1
Maximum force: 2.87 eV Å⁻¹
Orbital gap (spin up / spin down): 3.68 / 7.51 eV
2S+1: 2
E_HOMO (spin up / spin down): -0.1 / -4.0 eV

Here are the Mulliken charges for atoms 1 to 6, given in e: number 1, N, carries -0.628; number 2, C, carries 0.463; number 3, C, carries -0.586; number 4, O, carries -0.556; number 5, C, carries -1.188; number 6, S, carries -0.359